{
  "formula": "C22H70KO24",
  "method": "wB97M-V/def2-TZVPD",
  "species": ["K", "C", "C", "O", "O", "H", "H", "H", "H", "H", "H", "C", "C", "O", "O", "H", "H", "H", "H", "H", "H", "C", "C", "O", "O", "H", "H", "H", "H", "H", "H", "C", "C", "O", "O", "H", "H", "H", "H", "H", "H", "C", "C", "O", "O", "H", "H", "H", "H", "H", "H", "C", "C", "O", "O", "H", "H", "H", "H", "H", "H", "C", "C", "O", "O", "H", "H", "H", "H", "H", "H", "C", "C", "O", "O", "H", "H", "H", "H", "H", "H", "C", "C", "O", "O", "H", "H", "H", "H", "H", "H", "C", "C", "O", "O", "H", "H", "H", "H", "H", "H", "C", "C", "O", "O", "H", "H", "H", "H", "H", "H", "O", "H", "H", "O", "H", "H"],
  "xyz": [[0.6176, 0.3817, -0.0635], [-1.8424, 1.6489, 5.5141], [-0.4330, 1.8887, 5.1372], [-0.2497, 2.7319, 3.9824], [-2.3348, 2.6886, 6.3825], [-1.9906, 0.6656, 5.9525], [-2.4551, 1.7401, 4.5853], [0.0346, 0.8885, 4.8040], [0.2273, 2.2293, 5.9480], [-0.7189, 3.5923, 4.0916], [-2.8368, 2.2355, 7.1729], [-1.7110, -2.8054, -1.1140], [-0.3895, -2.6356, -1.8106], [-0.0013, -1.2893, -1.9143], [-2.7541, -2.4395, -1.9421], [-1.6989, -2.1591, -0.1650], [-1.8555, -3.8664, -0.7817], [-0.4728, -3.2942, -2.6793], [0.3662, -3.0985, -1.1380], [0.0330, -0.9759, -2.8774], [-2.4103, -2.0209, -2.7485], [-5.2126, -0.3326, -0.5930], [-5.9338, -0.1265, -1.8933], [-5.5690, -1.0842, -2.8710], [-3.7895, -0.1450, -0.8241], [-5.4322, -1.3211, -0.1746], [-5.7248, 0.3542, 0.0841], [-5.6763, 0.9144, -2.3681], [-7.0134, -0.1552, -1.6491], [-6.2646, -1.6792, -3.0981], [-3.5873, -0.8803, -1.4242], [3.2800, -2.2112, -0.5377], [3.6533, -2.5184, 0.9791], [4.8714, -1.7545, 1.1688], [2.9183, -0.8628, -0.6139], [2.4762, -2.8782, -0.8701], [4.1785, -2.4299, -1.1533], [3.8433, -3.5649, 1.2318], [2.8807, -2.1586, 1.7000], [5.2913, -2.1338, 1.9461], [3.7849, -0.3781, -0.6069], [-1.9862, 4.5512, 2.1990], [-2.7349, 4.9982, 3.4138], [-2.0808, 4.7565, 4.6869], [-2.2887, 3.1268, 1.9729], [-0.9036, 4.7355, 2.1423], [-2.5170, 5.0444, 1.3726], [-3.7480, 4.6642, 3.4620], [-2.8620, 6.0938, 3.3153], [-2.5942, 4.0919, 5.2387], [-1.6949, 2.6099, 2.5230], [-1.9224, 0.5205, -4.4906], [-0.8055, 0.0027, -5.3836], [0.2495, -0.4724, -4.5609], [-2.4015, -0.6784, -4.0206], [-2.6369, 0.9680, -5.1464], [-1.5845, 1.1505, -3.6682], [-0.4201, 0.7883, -6.0556], [-1.2060, -0.7748, -6.0568], [1.0965, -0.5556, -4.9968], [-3.3409, -0.7599, -3.9321], [3.8541, -2.1282, -4.1935], [4.1656, -0.9448, -5.0092], [2.9680, -0.1087, -5.1997], [2.9596, -2.8884, -4.9972], [3.3890, -1.7739, -3.2349], [4.8452, -2.6413, -4.0140], [4.4441, -1.1708, -6.0553], [4.9654, -0.4208, -4.5512], [3.2082, 0.7918, -5.3418], [2.6096, -3.6297, -4.4225], [1.2076, 3.6507, -1.6489], [1.6565, 2.6546, -2.7064], [0.5488, 2.1154, -3.3253], [0.6406, 3.0218, -0.4847], [0.3806, 4.2630, -2.1287], [1.9813, 4.3105, -1.2871], [2.2775, 1.8621, -2.2690], [2.2350, 3.3345, -3.4142], [0.6524, 1.2212, -3.7335], [-0.2583, 2.6640, -0.7700], [-3.0441, -0.9517, 2.4292], [-3.1729, -2.4223, 2.9358], [-3.5499, -3.2798, 1.8185], [-1.8189, -0.7529, 1.7647], [-3.1764, -0.2003, 3.3174], [-3.8895, -0.6695, 1.8313], [-4.0193, -2.4228, 3.5636], [-2.2575, -2.7709, 3.3881], [-2.9652, -3.1360, 1.0644], [-1.8820, 0.0426, 1.2004], [1.5181, -4.8332, 2.8355], [0.3136, -3.8602, 2.9042], [0.5465, -2.8064, 2.0007], [1.9368, -5.2295, 1.5472], [1.2711, -5.7457, 3.4234], [2.3523, -4.3417, 3.3473], [0.1764, -3.4818, 3.9069], [-0.6788, -4.3349, 2.6801], [-0.2818, -2.5659, 1.5423], [1.5829, -4.6267, 0.8548], [5.1729, 2.2236, 1.4839], [4.9599, 2.1879, -0.0336], [5.0464, 0.8908, -0.5223], [4.2756, 1.4694, 2.2077], [5.1632, 3.2160, 1.8306], [6.1493, 1.8164, 1.6200], [5.6964, 2.8411, -0.5710], [3.9967, 2.5633, -0.2824], [5.8458, 0.4459, -0.2229], [4.3382, 0.5470, 1.9440], [-1.6809, 1.5301, -0.2738], [-2.4620, 0.9739, -0.4419], [-2.1252, 2.2424, 0.1252], [1.2226, 1.6469, 2.0136], [2.1501, 1.8268, 2.0450], [0.8424, 2.1634, 2.7256]],
  "forces_ev_per_angstrom": [[0.38, -0.36, 0.11], [-1.37, 0.79, -0.48], [2.47, -1.47, -1.19], [-0.57, 0.24, 0.31], [-1.47, -1.75, 2.62], [0.08, -0.05, 0.07], [0.36, -0.51, 0.43], [-0.78, 1.35, 0.41], [-0.56, 0.11, 0.04], [0.25, -0.34, 0.65], [1.47, 1.54, -2.38], [0.47, 0.15, 1.88], [0.73, -1.31, 1.78], [-0.32, 0.42, -2.23], [-1.19, 0.26, -0.58], [-0.13, -0.61, -1.11], [0.23, 0.63, -0.35], [0.50, 0.74, -0.70], [-0.29, -0.09, -0.39], [-0.10, -0.65, 1.22], [0.14, 0.05, 0.09], [0.09, 0.10, -0.63], [-0.58, 1.45, -0.94], [1.16, 0.46, -0.06], [-1.38, 0.20, 0.92], [0.32, -0.14, -0.23], [1.03, 0.52, 0.34], [-0.50, -1.71, 1.17], [0.31, 0.05, -0.44], [-0.79, -0.50, -0.01], [0.55, -0.37, 0.01], [0.58, -1.36, 2.00], [-0.07, 0.67, -0.77], [-0.18, -0.12, 0.37], [0.82, 0.53, -0.55], [-0.06, 0.37, 0.01], [-0.43, 0.06, 0.34], [-0.06, -0.06, -0.51], [0.28, -0.10, -0.86], [0.23, 0.17, 0.02], [-0.95, 0.16, 0.10], [-1.47, -1.68, -0.67], [0.81, 2.09, 1.38], [-0.72, -1.07, -0.33], [0.23, 0.81, -0.39], [-0.38, 0.10, 0.25], [0.55, 0.00, -0.01], [-0.59, -0.81, -0.36], [0.33, -0.21, 0.22], [0.81, 1.08, -0.73], [0.40, -0.12, 0.20], [1.19, -0.54, -1.14], [0.71, 1.31, -1.19], [-0.67, -0.05, 0.95], [-0.69, -2.26, 1.56], [-0.57, 0.83, -0.21], [-0.01, 0.30, -0.24], [-0.02, 0.00, 0.31], [0.10, 0.07, 0.53], [0.74, -0.10, -0.58], [-1.09, 0.46, -0.01], [0.07, -0.23, 0.09], [-0.94, 1.21, -2.05], [0.05, -1.35, 0.94], [-0.61, -1.68, 1.77], [0.37, -0.50, -0.65], [-1.06, 0.17, 0.06], [0.27, -0.52, 0.67], [0.66, 0.94, 0.49], [0.46, 0.91, -0.17], [0.52, 1.17, -1.17], [-2.13, -0.14, -0.04], [1.43, 1.47, -0.13], [-1.39, -0.95, -0.64], [-1.26, -0.37, -1.15], [1.09, -0.34, 0.36], [0.41, 0.06, -0.13], [0.31, 0.25, -0.09], [-0.16, -1.14, 0.43], [0.40, 0.78, 0.51], [1.52, 0.70, 0.52], [-0.18, 0.64, 2.60], [0.01, 1.31, -3.10], [0.24, 0.20, 0.72], [0.27, 0.24, -0.45], [0.64, -1.35, -1.01], [-0.44, -0.36, -0.77], [-0.73, -0.35, 1.10], [0.21, -0.02, 0.42], [0.03, 0.15, 0.24], [-0.04, -0.35, 0.34], [-0.66, 0.06, 0.82], [-0.76, -1.24, -0.63], [-0.37, 0.58, -0.97], [-0.62, 0.36, -0.81], [0.14, 0.52, -0.41], [0.07, 0.03, -0.02], [0.39, 0.15, 0.55], [0.93, -0.09, -0.12], [0.50, 0.02, 0.59], [0.23, -0.36, 0.99], [0.56, -0.63, -1.82], [1.09, 1.27, 0.44], [-0.16, -1.34, -0.63], [-1.41, -0.29, 0.57], [-0.10, 1.31, 0.54], [1.22, -0.14, 0.38], [-0.37, -0.33, 0.65], [-1.03, 0.19, -0.24], [0.14, 0.09, 0.09], [0.06, -0.32, -0.13], [0.05, -1.64, -0.70], [-0.11, -0.60, -0.82], [-0.51, 2.21, 1.54], [-0.48, -0.51, -0.11], [1.26, 0.11, 0.07], [-0.41, 0.29, 0.46]],
  "lumo_energy_ev": -1.63,
  "energy_ha": -3285.612804,
  "homo_energy_ev": -12.1,
  "total_charge": 1,
  "homo_lumo_gap_ev": 10.48
}



{
  "formula": "C22H70O13",
  "method": "wB97M-V/def2-TZVPD",
  "species": ["C", "C", "O", "H", "H", "H", "H", "H", "H", "C", "C", "O", "H", "H", "H", "H", "H", "H", "C", "C", "O", "H", "H", "H", "H", "H", "H", "C", "C", "O", "H", "H", "H", "H", "H", "H", "C", "C", "O", "H", "H", "H", "H", "H", "H", "C", "C", "O", "H", "H", "H", "H", "H", "H", "C", "C", "O", "H", "H", "H", "H", "H", "H", "C", "C", "O", "H", "H", "H", "H", "H", "H", "C", "C", "O", "H", "H", "H", "H", "H", "H", "C", "O", "H", "H", "H", "H", "C", "O", "H", "H", "H", "H", "C", "O", "H", "H", "H", "H", "C", "O", "H", "H", "H", "H"],
  "xyz": [[0.9619, -0.3718, 0.0556], [-0.3035, -0.2621, 0.9549], [-1.4849, -0.0650, 0.1846], [1.3103, 0.5733, -0.3608], [0.6974, -0.9132, -0.8527], [1.8196, -0.8062, 0.5694], [-0.3002, 0.3329, 1.8682], [-0.3817, -1.2612, 1.3835], [-2.1845, -0.5153, 0.6636], [2.5391, 1.7431, -2.9281], [2.3182, 3.0547, -2.1826], [1.0983, 3.6198, -2.5038], [1.7570, 1.0210, -2.6938], [3.4813, 1.2998, -2.6058], [2.6940, 1.9157, -3.9932], [3.1690, 3.6942, -2.4177], [2.3991, 2.8431, -1.1164], [0.4473, 3.0856, -2.0429], [5.9423, 2.6444, -1.5019], [5.2436, 2.6317, -0.1509], [4.6719, 1.3283, 0.0201], [6.8276, 2.0088, -1.5227], [6.2679, 3.6694, -1.6790], [5.3063, 2.4567, -2.3670], [4.4735, 3.4010, -0.0943], [6.0193, 2.7269, 0.6090], [3.9530, 1.4770, 0.6387], [-5.7523, 2.2862, -0.6191], [-5.1049, 1.9700, 0.7485], [-4.9045, 3.2114, 1.4529], [-6.7755, 2.6156, -0.4384], [-5.6547, 1.3997, -1.2458], [-5.2797, 3.1294, -1.1228], [-4.1306, 1.4855, 0.6848], [-5.7142, 1.2627, 1.3112], [-4.4214, 2.9135, 2.2271], [-1.9963, 4.4646, -1.8544], [-2.0642, 3.3085, -0.8654], [-0.9829, 2.3920, -1.0664], [-1.1777, 5.1554, -1.6527], [-2.8361, 5.1480, -1.7289], [-2.0101, 3.9889, -2.8350], [-3.0435, 2.8412, -0.9687], [-1.9167, 3.6909, 0.1446], [-1.2245, 1.5560, -0.6610], [4.2296, -2.8385, 1.3172], [5.0019, -3.4314, 2.4661], [4.0503, -4.2236, 3.1851], [3.4062, -2.2192, 1.6731], [3.8734, -3.6384, 0.6681], [4.8518, -2.1278, 0.7733], [5.4763, -2.6637, 3.0775], [5.7996, -4.0768, 2.0984], [4.4308, -4.7643, 3.8812], [-0.8200, -4.1335, 2.6058], [0.6710, -4.1605, 2.2991], [1.3607, -3.4349, 3.3073], [-1.2300, -3.1300, 2.4915], [-0.9176, -4.3270, 3.6741], [-1.4015, -4.8452, 2.0198], [0.9364, -3.8526, 1.2877], [0.9091, -5.2152, 2.4370], [2.2928, -3.5721, 3.1231], [-2.2219, 0.7706, 3.9606], [-2.4157, 2.2183, 3.6176], [-3.8033, 2.5119, 3.8877], [-2.7453, 0.3888, 4.8372], [-1.1730, 0.4854, 4.0418], [-2.7182, 0.2342, 3.1518], [-2.2010, 2.4918, 2.5845], [-1.8493, 2.9219, 4.2277], [-3.9081, 2.3505, 4.8282], [-3.4287, -0.4652, -2.2235], [-4.4028, -0.8161, -3.3026], [-3.7133, -0.7897, -4.5458], [-2.6378, -1.2014, -2.0803], [-3.9420, -0.5470, -1.2654], [-2.9422, 0.4908, -2.4175], [-5.2096, -0.0842, -3.3415], [-4.7967, -1.7916, -3.0174], [-2.9341, -1.3505, -4.5476], [-3.6281, -2.6757, 0.4011], [-3.5564, -1.5717, 1.3400], [-4.5757, -2.7375, -0.1341], [-2.8802, -2.5634, -0.3838], [-3.5605, -3.6555, 0.8738], [-4.1747, -1.6806, 2.0662], [2.8031, 0.7567, 3.1823], [2.7987, 1.8033, 2.2140], [1.8851, 0.1698, 3.2127], [3.6349, 0.0838, 2.9736], [3.0276, 1.0895, 4.1957], [2.0884, 2.4091, 2.4375], [-0.2444, -1.5817, -4.1310], [-1.4291, -2.1696, -4.6771], [0.4833, -1.5179, -4.9400], [-0.4037, -0.6298, -3.6243], [0.2463, -2.1889, -3.3704], [-1.1385, -2.8926, -5.2378], [2.8419, -2.7788, -2.3454], [4.0909, -2.7557, -3.0014], [2.9260, -2.9649, -1.2748], [2.4096, -1.7871, -2.4789], [2.1012, -3.5025, -2.6855], [4.6237, -1.9741, -2.8371]],
  "forces_ev_per_angstrom": [[-0.67, 1.28, 0.00], [0.64, -1.90, -0.21], [0.70, 0.59, -0.14], [-0.07, 0.38, 0.34], [-0.06, -0.57, 0.28], [-0.23, -0.22, 0.04], [0.49, 0.87, -0.41], [-0.06, -0.37, 0.11], [-0.62, 0.00, 0.11], [0.82, -0.05, 0.17], [0.94, -1.20, -0.11], [-0.04, 0.88, -0.29], [-0.18, 0.04, -0.35], [0.05, -0.13, 0.29], [-0.61, -0.06, -0.12], [-0.28, 0.52, -0.14], [-0.09, 0.04, 0.37], [-0.71, -0.10, 0.15], [0.07, 1.07, -0.12], [0.56, -1.36, -0.87], [-0.23, 0.35, -0.05], [-0.17, -0.13, 0.02], [0.38, 0.14, 0.05], [-0.18, -0.44, 0.29], [0.11, 0.10, 0.15], [-0.13, 0.60, 0.25], [-0.35, -0.35, 0.34], [0.53, -0.16, 0.99], [0.15, 1.11, -0.62], [-0.32, -0.95, -0.52], [-0.15, -0.40, -0.20], [-0.46, 0.08, -0.15], [0.34, -0.10, 0.12], [0.21, -0.16, -0.58], [-0.42, 0.10, 0.16], [-0.17, 0.58, 0.64], [-0.12, -0.14, 0.50], [0.46, 0.78, 0.43], [-0.12, 0.41, -0.70], [0.59, -0.57, -0.45], [-0.54, -0.45, -0.10], [0.27, 0.64, -0.27], [0.14, -0.32, 0.16], [-0.57, 0.11, 0.25], [-0.15, -0.53, 0.18], [0.34, 0.53, -0.03], [-0.06, -0.47, -0.08], [-0.13, 0.15, 0.07], [-0.26, -0.27, 0.14], [-0.06, 0.19, -0.05], [0.16, -0.23, -0.29], [-0.20, 0.09, 0.27], [0.09, -0.05, -0.11], [0.27, 0.13, -0.02], [0.19, 0.98, 0.25], [-0.60, -0.94, 0.90], [-0.59, 0.42, -0.54], [-0.14, 0.08, -0.30], [-0.10, -0.38, -0.02], [0.12, 0.01, 0.02], [-0.06, 0.20, -0.10], [0.52, -0.25, -0.44], [0.51, -0.09, 0.34], [0.30, -0.73, -0.86], [-0.72, 0.74, 1.29], [0.29, 0.18, -0.40], [0.10, 0.65, 0.40], [-0.01, -0.13, -0.15], [0.37, -0.39, -0.19], [-0.17, -0.36, -0.12], [0.44, -0.17, 0.12], [-0.32, 0.08, 0.03], [0.15, -0.04, 0.91], [1.34, -0.07, -0.29], [-1.48, 0.41, -0.33], [0.16, -0.17, -0.59], [-0.07, 0.78, 0.28], [-0.19, 0.14, 0.34], [-0.04, -0.10, -0.18], [-0.43, -0.32, -0.52], [0.20, -0.30, 0.25], [-0.69, -0.19, 0.14], [0.34, -0.59, -0.90], [-0.30, 0.54, 0.07], [0.25, 0.16, 0.51], [0.52, 0.12, 0.31], [-0.09, -0.19, -0.11], [0.52, -0.34, 0.31], [-0.04, -0.34, 0.34], [-0.13, 0.05, -0.21], [-0.09, 0.00, -0.47], [-0.22, 0.48, 0.07], [-0.04, 0.11, -0.11], [0.76, -0.41, -0.13], [0.43, 0.08, 0.61], [0.13, 0.61, 0.07], [-0.53, 0.11, -0.59], [-0.33, -0.49, 0.11], [-0.19, -0.04, -0.05], [0.00, 1.52, 0.68], [0.13, -1.48, -0.68], [0.22, 0.06, 0.17], [-0.46, 0.04, 0.23], [0.67, -0.26, -0.76], [-0.53, 0.16, 0.38]],
  "relative_energy_kj_mol": 252.4,
  "lumo_energy_ev": 0.25,
  "energy_ha": -1858.125437,
  "homo_energy_ev": -9.4,
  "homo_lumo_gap_ev": 9.61
}